The following is a quantum chemistry calculation of 2 unconnected molecules or ions with the total composition C7H12O2, from OMol25.

Structure (XYZ):
```
21
Properties=species:S:1:pos:R:3:nbo_charge:R:1
C 0.8824 -0.2336 -2.1558 -0.40
C 0.4669 0.8727 -1.4216 -0.21
C 1.0022 0.9808 -0.0126 -0.07
C 2.2912 1.1898 0.0501 -0.36
C 0.1968 1.1761 1.1506 -0.43
C -0.7611 -0.0023 1.5771 -0.54
C -0.3599 -1.3408 1.2202 0.42
O -1.0835 -2.3562 1.5275 -0.55
H 0.4271 -0.3742 -3.1075 0.20
H 1.6214 -1.0196 -1.7934 0.21
H -0.0512 1.7880 -1.9429 0.23
H 2.9618 1.4330 0.9289 0.20
H 2.9824 1.0068 -0.7619 0.20
H 0.8343 1.5644 1.9071 0.22
H -0.4282 2.1169 1.0423 0.22
H -1.6472 0.2251 0.8803 0.28
H -1.3283 0.0283 2.4983 0.26
H 0.3743 -1.4823 0.3534 0.14
O -2.8603 -1.6847 -0.2581 -0.93
H -3.0016 -1.3395 -1.2086 0.46
H -2.5194 -2.5488 -0.4732 0.47
```

Max |F|   0.1168 Eh/bohr
Calculated total energy   -11544.9279 eV
Energy relative to the best compared isomer or geometry (same formula, charge and spin)   80.2 kcal/mol
Structure (SMILES)   C=CC(=C)CCC=O.O
Total charge   0
LUMO level   0.66 eV